Computed, not measured: 14 unconnected molecules or ions with the total composition C36H107N7O18 at a distorted geometry, with wB97M-V/def2-TZVPD.

Results
- Lowest unoccupied orbital energy: 0.121 eV
- Energy above the lowest of the compared OMol25 structures with the same formula, charge and spin: 125.4 kcal/mol
- Spin multiplicity: 1
- Energy: -86341.8323 eV
- Max |F|: 0.0551 hartree/bohr
- HOMO level: -0.3367 Eh

Cartesian coordinates (Å):
O  2.22  -4.32  -1.66
H  2.05  -3.41  -1.90
H  1.50  -4.81  -2.06
O  -5.26  6.90  4.99
H  -4.57  6.74  5.63
H  -5.74  7.65  5.34
O  -1.43  -1.49  7.43
H  -1.07  -1.65  6.56
H  -0.83  -1.93  8.03
C  -9.77  -0.45  -4.31
C  -10.64  -0.64  -5.52
O  -10.15  0.10  -6.60
O  -8.38  -0.59  -4.52
H  -10.06  -1.13  -3.51
H  -9.87  0.59  -3.98
H  -11.72  -0.55  -5.37
H  -10.52  -1.67  -5.84
H  -10.69  -0.20  -7.33
H  -8.10  0.16  -5.05
C  -0.99  -6.82  -7.72
C  -0.02  -7.48  -6.73
O  -0.64  -7.66  -5.45
O  -1.93  -7.73  -8.14
H  -0.60  -6.47  -8.68
H  -1.39  -5.89  -7.30
H  0.71  -6.68  -6.61
H  0.45  -8.35  -7.21
H  -1.47  -8.13  -5.54
H  -2.40  -8.01  -7.35
C  -4.66  -6.64  0.19
C  -5.11  -5.52  -0.69
O  -5.94  -6.03  -1.74
O  -5.76  -7.40  0.71
H  -3.96  -6.29  0.95
H  -3.95  -7.22  -0.40
H  -4.28  -5.09  -1.23
H  -5.73  -4.77  -0.20
H  -6.25  -5.26  -2.23
H  -6.37  -7.52  -0.03
C  8.02  1.13  -0.04
C  8.78  0.06  -0.80
O  8.43  -1.20  -0.22
O  6.68  0.90  -0.29
H  8.36  2.14  -0.27
H  8.11  1.04  1.04
H  9.85  0.23  -0.64
H  8.61  0.09  -1.88
H  9.17  -1.75  -0.48
H  6.56  -0.05  -0.27
C  -9.90  -1.16  3.34
C  -11.25  -1.78  3.26
C  -11.23  -3.33  3.19
O  -12.53  -3.76  2.77
C  -12.72  -5.18  2.76
N  -11.95  -1.45  4.49
H  -10.02  -0.08  3.46
H  -9.27  -1.28  2.45
H  -9.34  -1.58  4.17
H  -11.87  -1.34  2.49
H  -10.83  -3.78  4.10
H  -10.57  -3.72  2.42
H  -11.95  -5.69  3.34
H  -12.57  -5.60  1.77
H  -13.72  -5.50  3.08
H  -12.68  -2.13  4.69
H  -11.29  -1.79  5.18
C  4.01  4.47  8.78
C  3.26  3.39  9.54
C  3.38  3.56  11.13
O  4.75  3.70  11.51
C  5.00  3.57  12.89
N  1.87  3.27  9.16
H  5.09  4.34  8.78
H  3.75  5.49  9.04
H  3.66  4.33  7.75
H  3.63  2.38  9.36
H  2.88  2.75  11.67
H  2.92  4.49  11.47
H  6.05  3.62  13.17
H  4.65  2.63  13.31
H  4.35  4.34  13.31
H  1.82  3.30  8.15
H  1.45  2.39  9.39
C  -1.66  1.56  1.78
C  -1.26  0.34  0.96
C  -1.03  0.76  -0.52
O  -0.40  -0.28  -1.21
C  -0.06  0.19  -2.53
N  -0.03  -0.23  1.64
H  -2.12  1.38  2.75
H  -2.42  2.11  1.23
H  -0.89  2.28  2.07
H  -2.05  -0.42  0.93
H  -0.35  1.59  -0.33
H  -1.95  1.09  -1.01
H  0.37  -0.58  -3.17
H  0.64  1.03  -2.50
H  -0.92  0.57  -3.08
H  0.70  0.47  1.64
H  0.35  -1.01  1.13
C  0.85  7.51  -0.88
C  1.21  8.27  -2.17
C  2.14  7.46  -3.21
O  3.42  7.32  -2.62
C  4.32  6.64  -3.45
N  -0.07  8.70  -2.65
H  0.32  6.57  -0.99
H  0.40  8.16  -0.12
H  1.84  7.34  -0.44
H  1.77  9.13  -1.81
H  2.20  8.12  -4.08
H  1.73  6.48  -3.45
H  4.52  7.15  -4.39
H  3.82  5.74  -3.82
H  5.28  6.53  -2.95
H  -0.52  7.81  -2.84
H  0.10  9.00  -3.60
C  10.38  -6.37  -8.13
C  9.59  -6.68  -6.81
C  8.20  -6.05  -6.73
O  8.26  -4.63  -6.88
C  7.07  -3.78  -6.74
N  9.44  -8.13  -6.58
H  11.43  -6.61  -7.96
H  10.25  -5.34  -8.47
H  9.98  -6.97  -8.95
H  10.31  -6.37  -6.06
H  7.62  -6.35  -5.85
H  7.59  -6.42  -7.55
H  6.44  -4.13  -5.91
H  6.45  -3.81  -7.64
H  7.41  -2.78  -6.50
H  10.38  -8.49  -6.56
H  9.17  -8.24  -5.62
C  -4.18  5.58  -7.24
C  -5.46  4.95  -6.74
C  -6.31  5.89  -5.89
O  -5.67  6.24  -4.63
C  -6.35  7.16  -3.70
N  -6.21  4.28  -7.80
H  -4.33  6.52  -7.77
H  -3.58  4.96  -7.92
H  -3.58  5.83  -6.36
H  -4.99  4.18  -6.12
H  -7.24  5.38  -5.61
H  -6.47  6.82  -6.43
H  -6.51  8.11  -4.21
H  -5.85  7.29  -2.74
H  -7.36  6.80  -3.49
H  -6.44  5.08  -8.38
H  -7.07  3.88  -7.46
C  10.61  -0.76  7.29
C  9.17  -0.36  7.83
C  8.38  -1.61  8.44
O  7.95  -2.55  7.40
C  7.05  -2.20  6.38
N  9.35  0.68  8.87
H  10.51  -1.56  6.55
H  11.30  -1.05  8.07
H  11.06  0.10  6.80
H  8.62  0.18  7.06
H  7.52  -1.33  9.04
H  9.04  -2.17  9.11
H  7.49  -1.46  5.73
H  6.20  -1.66  6.79
H  6.75  -3.06  5.78
H  9.83  1.38  8.33
H  8.45  1.04  9.16